[1]
Entry from the OMol25 dataset: C4H8N2O as an isolated structure (the ωB97M-V functional and the def2-TZVPD basis).

As for the LUMO energy: 0.0239 Eh. The frontier orbital gap comes out at 8.612 eV. Its charge is 0. The total energy is -341.80939 Ha.

CARTESIAN COORDINATES (ANGSTROEM)
1 O 0.22659 -1.62174 -0.19624
2 N -0.84150 1.54172 -0.01129
3 N -1.97411 -1.20795 0.52318
4 C -0.89909 -0.91497 -0.06910
5 C 1.85968 -0.03213 0.49970
6 C -0.68221 0.40008 -0.78714
7 C 1.22952 -0.68265 -0.69762
8 H 2.55630 0.75107 0.18732
9 H -1.25042 2.33903 -0.47562
10 H -1.90706 -2.13287 0.94916
11 H 1.15674 0.38727 1.23935
12 H 0.50847 0.18535 -1.28270
13 H -1.15631 0.43873 -1.77593
14 H -1.26231 1.36673 0.89142
15 H 2.43570 -0.81767 1.00550

Atomic forces in eV per Å
-0.1 -0.1 0.0
-0.2 0.0 0.0
0.4 0.0 -0.2
-0.3 0.0 0.1
0.0 0.1 0.0
-0.1 0.0 0.1
0.0 0.1 0.2
-0.1 -0.1 0.0
0.1 -0.1 0.1
0.0 0.1 0.0
0.0 -0.1 -0.1
0.0 0.0 -0.1
0.1 0.0 0.1
0.1 0.0 -0.1
-0.1 0.1 -0.1

These are the Löwdin partial charges, in e, on atoms 1 to 2: atom 1 (O): -0.048, atom 2 (N): 0.080


[2]
Entry from the OMol25 dataset: a 3-piece molecular cluster, H6O3 overall (the ωB97M-V functional and the def2-TZVPD basis).

As for the LUMO energy: 0.0211 Eh. The frontier orbital gap comes out at 11.947 eV. Its charge is 0. The total energy is -229.30314 Ha. Its SMILES is O.O.O.

CARTESIAN COORDINATES (ANGSTROEM)
1 O -1.93010 1.27581 1.44355
2 O 0.57820 1.29503 -2.83883
3 O 1.33543 -1.89909 1.06339
4 H -0.30069 1.47006 -3.17520
5 H -1.83188 0.32905 1.54468
6 H 2.23532 -2.21475 0.98093
7 H 0.79555 -2.68194 0.95428
8 H -1.31528 1.64966 2.07480
9 H 0.43343 0.77617 -2.04760

Atomic forces in eV per Å
-0.2 0.1 -0.2
0.2 0.0 -0.1
-0.1 0.2 0.0
-0.2 0.1 -0.1
0.0 -0.2 0.0
0.3 0.0 0.0
-0.2 -0.2 0.0
0.2 0.1 0.1
0.0 -0.1 0.3

These are the Löwdin partial charges, in e, on atoms 1 to 2: atom 1 (O): -0.054, atom 2 (O): -0.055


[3]
Entry from the OMol25 dataset: C5H9N2OP in the gas phase at a distorted geometry (the ωB97M-V functional and the def2-TZVPD basis).

As for the LUMO energy: 0.0000 Eh. The frontier orbital gap comes out at 8.194 eV. Its charge is 0. The total energy is -721.96332 Ha. Its SMILES is [H]/P=C1/CN(C)C(=O)N1C.

CARTESIAN COORDINATES (ANGSTROEM)
1 P -3.01037 -0.46864 -0.00291
2 O 1.81641 1.31176 0.03364
3 N -0.45596 0.89924 -0.00231
4 N 0.93467 -0.81944 -0.15128
5 C -1.29386 -0.37599 -0.22172
6 C -0.95018 2.26459 -0.12151
7 C 0.90322 0.51664 -0.04653
8 C -0.29950 -1.47692 -0.16292
9 C 2.17024 -1.48890 0.06174
10 H -3.14519 0.85576 0.64265
11 H -1.20692 2.44785 0.95860
12 H -0.41275 -2.22585 -1.02232
13 H -0.57303 -2.04407 0.72944
14 H 2.12494 -2.48454 -0.53768
15 H 2.99139 -0.68120 -0.17019
16 H -0.04776 2.93419 -0.47873
17 H -1.88664 2.47607 -0.66077
18 H 2.34129 -1.64053 1.15279

Atomic forces in eV per Å
1.2 0.8 0.2
0.3 -0.4 -0.1
-2.1 -4.0 -2.1
1.4 -0.3 0.0
-0.1 4.2 1.7
1.7 1.0 1.9
-1.7 2.0 0.1
-1.5 -1.4 -1.5
1.7 0.1 -0.1
0.1 -0.8 -0.9
0.3 1.0 -1.0
0.2 1.0 0.8
0.6 -0.1 0.3
0.8 1.8 1.0
-1.3 -2.1 -0.3
-2.0 -1.3 0.8
0.6 -0.8 -0.4
-0.2 -0.6 -0.6

These are the Löwdin partial charges, in e, on atoms 1 to 2: atom 1 (P): 0.784, atom 2 (O): 0.073


[4]
Entry from the OMol25 dataset: C20H22O5 in the gas phase at a distorted geometry (the ωB97M-V functional and the def2-TZVPD basis).

As for the LUMO energy: 0.0037 Eh. The frontier orbital gap comes out at 8.131 eV. Its charge is 0. The total energy is -1151.44709 Ha. Its SMILES is COc1c2c(c3ccc(=O)oc3c1/C=C/C(C)(C)O)OC(C)(C)C=C2.

CARTESIAN COORDINATES (ANGSTROEM)
1 O -1.53946 0.82940 1.25107
2 O 4.95779 -1.46978 -0.42354
3 O 0.29075 -1.12486 4.93060
4 O 0.16889 1.18380 -3.25390
5 O 2.81191 -0.95157 0.10953
6 C -2.00018 1.66376 -1.46042
7 C -0.78592 0.96613 -0.99685
8 C -1.01088 1.84807 -3.80162
9 C -1.62665 0.98040 -4.91365
10 C 1.62341 -0.34718 -0.28189
11 C 0.69557 -3.28548 4.04101
12 C -0.19169 -2.10245 4.05804
13 C -1.56532 -2.53683 4.57990
14 C 0.72137 -0.92583 1.95435
15 C 0.58564 -0.27364 0.64147
16 C -0.98277 1.75874 2.17417
17 C 1.43541 0.14472 -1.56514
18 C 3.72261 -0.63155 -2.09073
19 C 2.55490 -0.02626 -2.52127
20 C -2.09807 2.11401 -2.77700
21 C 3.84729 -1.03472 -0.73104
22 C -0.58411 0.45693 0.30240
23 C -0.31523 -1.49669 2.66855
24 C -0.54892 3.20977 -4.42954
25 C 0.25741 0.79443 -1.93096
26 H 2.45063 0.25614 -3.58341
27 H -3.00379 2.71542 -3.01670
28 H -0.20841 3.89325 -3.64461
29 H -0.17873 2.37006 1.74060
30 H -1.78468 2.41028 2.51154
31 H -0.94798 0.86167 -5.76528
32 H 1.72394 -0.87888 2.41527
33 H 0.12884 -1.41402 5.83645
34 H -2.19760 -1.64463 4.70448
35 H -2.57429 1.42113 -5.30608
36 H 4.57201 -0.77869 -2.74035
37 H -2.00764 -3.27028 3.88961
38 H 0.79230 -3.71946 5.03929
39 H -1.27266 -1.57464 2.17005
40 H 0.29357 3.03628 -5.09337
41 H -1.34600 3.67767 -5.01893
42 H -1.43946 -3.00798 5.57263
43 H -0.57788 1.23285 3.05356
44 H 1.64650 -2.97173 3.60932
45 H 0.24277 -4.09578 3.43563
46 H -1.90610 -0.04186 -4.57289
47 H -2.82907 1.77985 -0.77032

Atomic forces in eV per Å
0.9 -0.5 -0.9
-1.9 0.2 1.2
0.7 1.2 0.6
-0.4 0.1 0.7
-1.1 0.3 0.4
0.2 0.7 -2.6
0.4 -0.1 -0.6
-0.8 1.0 -0.4
-0.5 -0.7 -0.3
-0.4 0.0 0.0
0.5 -1.3 -0.6
-1.7 0.0 -0.3
-0.2 0.1 -0.1
-1.2 -0.7 2.2
-0.8 0.0 0.8
0.2 0.1 0.9
1.7 0.2 -1.5
-3.3 1.9 -1.8
1.2 -1.0 0.4
0.1 -0.7 3.5
3.5 -1.0 -0.6
0.1 0.4 -0.4
2.0 0.9 -1.6
0.1 -0.6 0.5
-1.0 -0.2 -0.3
-0.1 0.0 0.8
0.9 -0.7 -0.3
-0.2 -0.1 -0.1
-0.3 -0.2 -0.1
-0.1 0.0 -0.1
0.0 0.1 0.2
-0.6 -0.1 -0.2
0.1 0.0 -0.1
0.0 -0.4 -0.2
0.8 0.0 0.4
0.0 -0.1 0.1
-0.1 0.3 0.3
0.3 0.2 0.1
-0.2 0.1 0.1
0.1 -0.1 -0.1
0.0 -0.2 0.3
-0.1 0.1 -0.4
-0.1 0.1 -0.3
0.2 -0.5 0.2
0.4 0.5 0.0
0.3 0.7 0.1
0.2 0.2 -0.1

These are the Löwdin partial charges, in e, on atoms 1 to 2: atom 1 (O): -0.110, atom 2 (O): 0.085


[5]
Entry from the OMol25 dataset: a 2-piece molecular cluster, C2H3ClN2 overall at a distorted geometry (the ωB97M-V functional and the def2-TZVPD basis).

As for the LUMO energy: 0.0004 Eh. The frontier orbital gap comes out at 10.737 eV. Its charge is 0. The total energy is -647.65871 Ha. Its SMILES is [H]/N=C\C#N.Cl.

CARTESIAN COORDINATES (ANGSTROEM)
1 Cl -3.84610 0.00796 0.01273
2 N 1.44301 -1.94400 0.01503
3 N 1.42404 1.33953 0.54597
4 C 0.97666 0.54375 -0.29845
5 C 1.36277 -0.82298 -0.21251
6 H 0.16312 0.94767 -0.98319
7 H -3.68157 -1.25285 -0.27595
8 H 2.15807 1.18091 1.19636

Atomic forces in eV per Å
0.1 -0.7 -0.2
0.4 -0.3 -0.1
-0.7 2.8 -0.3
-0.7 0.9 -0.1
-0.7 -1.1 -0.5
1.1 -1.1 0.6
-0.1 0.7 0.2
0.6 -1.2 0.4

These are the Löwdin partial charges, in e, on atoms 1 to 2: atom 1 (Cl): 0.230, atom 2 (N): 0.160


[6]
Entry from the OMol25 dataset: C3H6N2O in the gas phase at a distorted geometry (the ωB97M-V functional and the def2-TZVPD basis).

As for the LUMO energy: 0.0258 Eh. The frontier orbital gap comes out at 9.977 eV. Its charge is 0. The total energy is -302.59269 Ha. Its SMILES is C=NN(C)C=O.

CARTESIAN COORDINATES (ANGSTROEM)
1 O -1.04766 0.88581 1.76092
2 N 0.00795 -0.25046 0.07776
3 N 0.09682 0.62771 -1.01109
4 C -0.18372 1.93638 -0.87112
5 C -0.55185 -0.15589 1.31846
6 C 0.65182 -1.51561 -0.26565
7 H -0.05058 2.54571 -1.75654
8 H -0.72399 2.35897 0.00638
9 H -0.51970 -1.09997 1.87889
10 H 0.89898 -1.36266 -1.32022
11 H 1.47215 -1.66210 0.46930
12 H -0.05024 -2.30789 -0.28709

Atomic forces in eV per Å
0.5 -1.6 -0.3
-0.1 -0.4 -0.7
-0.5 4.0 1.4
-0.7 -3.6 0.6
-0.8 2.8 -0.2
0.5 1.0 -0.1
0.1 -0.2 -0.1
0.9 -0.4 -0.5
0.1 0.0 0.0
0.9 -0.3 0.5
-0.2 -0.4 -1.0
-0.7 -1.0 0.5

These are the Löwdin partial charges, in e, on atoms 1 to 2: atom 1 (O): -0.006, atom 2 (N): -0.195


[7]
Entry from the OMol25 dataset: C18H28NO4P2Tb as an isolated structure at a distorted geometry (the ωB97M-V functional and the def2-TZVPD basis).

As for the LUMO energy (spin up / spin down): -0.2442 / -0.2396 Eh. The frontier orbital gap (spin up / spin down) comes out at 5.024 / 5.772 eV. The spin multiplicity is 7. Its charge is +2. The total energy is -2565.00127 Ha.

CARTESIAN COORDINATES (ANGSTROEM)
1 Tb -1.09548 0.44295 0.34282
2 P -0.90528 1.05026 -2.37284
3 P 0.93704 0.51550 2.53822
4 O -1.22455 3.12952 1.55023
5 O 0.23426 -1.37488 -0.23939
6 O -4.08772 1.34841 0.17904
7 O -1.82832 -1.82845 0.45793
8 N 1.02348 1.98871 -0.10409
9 C 0.72581 -5.77945 0.43133
10 C -1.69732 -4.49016 -0.19156
11 C 0.74669 1.79379 -2.57560
12 C -1.95889 2.37098 -3.08117
13 C -0.53153 -2.30838 0.13500
14 C -0.53065 -3.74255 0.09190
15 C 1.62982 2.10757 2.24659
16 C 0.68169 -4.37994 0.34093
17 C -0.92447 -0.14659 -3.76856
18 C 0.50991 0.43269 4.33462
19 C 2.46373 3.81136 0.77193
20 C 1.38428 2.44335 -1.33523
21 C -0.42677 -6.54031 0.19234
22 C 1.70468 2.61570 0.95393
23 C -1.62838 -5.88988 -0.14265
24 C 2.86290 4.13238 -0.48230
25 C 2.33881 3.43093 -1.55625
26 C 2.67235 -0.13537 2.47797
27 H 3.15596 0.15894 3.41758
28 H -1.16314 0.34316 -4.72734
29 H 2.73943 -1.20466 2.31156
30 H -1.89645 3.26858 -2.45310
31 H 1.42011 0.99987 -2.95978
32 H -2.68408 -4.04189 -0.37503
33 H 3.60098 4.88685 -0.62340
34 H 1.53590 2.89592 3.01661
35 H -2.35697 -2.33222 -0.30344
36 H -0.35490 1.07279 4.55364
37 H -3.00506 2.03605 -3.11712
38 H -1.63310 2.62529 -4.10106
39 H -4.92629 1.05263 0.57774
40 H 1.51498 -3.72737 0.56259
41 H 0.04968 -0.64745 -3.85832
42 H 0.22111 -0.60260 4.57538
43 H 2.76475 4.34657 1.67656
44 H -1.70657 3.77862 1.09173
45 H 1.35580 0.72713 4.96887
46 H -1.33890 3.27421 2.47386
47 H -1.68969 -0.91139 -3.56819
48 H 2.63835 3.64115 -2.58537
49 H -2.51689 -6.51512 -0.29701
50 H 0.70805 2.52314 -3.40655
51 H 1.67359 -6.24516 0.73945
52 H 3.18907 0.39468 1.66852
53 H -4.02121 0.84232 -0.67935
54 H -0.35057 -7.63819 0.22582

Atomic forces in eV per Å
-0.7 2.4 1.9
0.0 0.3 -2.1
1.1 -0.5 0.9
1.1 -2.1 -0.3
-0.5 -3.8 1.4
0.3 -1.2 -1.2
-1.2 -2.0 -2.7
1.9 0.9 -0.2
0.4 0.4 0.2
0.0 -0.9 0.6
1.0 0.3 -0.1
-0.3 0.2 0.2
-0.3 2.7 -1.9
0.8 -0.6 -0.3
-2.2 1.7 1.2
-0.3 -0.7 0.3
-0.1 -0.3 -0.1
0.0 0.0 -0.2
-0.5 -1.2 1.0
-0.7 -0.7 -0.2
0.5 0.4 -0.2
-0.6 0.7 -1.3
0.0 0.1 0.1
0.1 0.1 -0.5
-0.1 -0.2 -0.4
0.1 -0.4 -0.1
-0.1 -0.2 -0.2
0.1 -0.1 0.4
0.1 -0.2 0.1
-0.1 -0.1 -0.2
-0.2 0.3 0.4
0.5 -0.2 0.0
0.3 0.6 -0.2
0.7 -0.6 -0.1
0.7 1.5 2.6
0.2 -0.1 -0.1
0.2 0.2 0.0
-0.1 -0.1 0.3
0.3 0.2 -0.2
0.3 -0.3 -0.1
-0.3 0.1 0.1
0.1 0.3 -0.1
0.2 -0.2 -0.5
-1.1 1.4 -0.8
-0.2 0.0 -0.2
-0.3 0.4 1.1
0.2 0.2 -0.2
-0.1 0.0 0.4
0.3 0.5 -0.1
0.0 -0.2 0.4
-0.6 0.1 -0.3
-0.1 -0.4 0.1
-0.5 0.9 1.2
-0.3 0.7 0.1

These are the Löwdin partial charges, in e, on atoms 1 to 2: atom 1 (Tb): 1.314, atom 2 (P): 0.756


[8]
Entry from the OMol25 dataset: C6H8FNO2 in the gas phase at a distorted geometry (the ωB97M-V functional and the def2-TZVPD basis).

As for the LUMO energy: -0.0031 Eh. The frontier orbital gap comes out at 10.166 eV. Its charge is 0. The total energy is -538.31436 Ha. Its SMILES is C[C@]1([N+](=O)[O-])[C@H]2[C@H](F)C[C@H]21.

CARTESIAN COORDINATES (ANGSTROEM)
1 F -2.96621 0.51199 0.71340
2 O 0.50404 2.18021 -0.44498
3 O 2.48547 1.42530 -0.01006
4 N 1.29437 1.27035 -0.18026
5 C -1.41732 0.20167 -1.11726
6 C 0.90607 -0.03285 0.10673
7 C -1.64305 0.74163 0.24215
8 C -0.66636 -0.30245 0.79693
9 C -0.32998 -0.70620 -0.52062
10 C 1.86611 -1.01418 0.60501
11 H -0.79050 -0.87281 1.68553
12 H -0.23773 -1.69668 -1.04471
13 H -2.28271 -0.54360 -1.33055
14 H 2.43661 -1.41939 -0.23199
15 H -1.48376 1.01075 -1.91686
16 H -1.50968 1.81232 0.47531
17 H 2.51098 -0.55755 1.40733
18 H 1.32367 -2.00850 0.76488

Atomic forces in eV per Å
0.4 -0.3 -0.1
0.6 -1.0 -0.3
0.8 0.8 -0.4
0.3 1.9 0.6
-2.4 0.0 -1.9
-5.5 -2.6 0.8
-1.5 0.9 2.4
1.2 1.8 0.6
1.2 -0.9 -4.4
0.8 -1.6 0.2
0.3 -0.2 0.7
0.4 0.8 1.0
1.3 1.4 0.3
0.9 0.7 -0.1
1.1 -1.5 0.6
0.4 -0.7 -0.3
-0.6 -1.2 -0.7
0.4 1.6 1.0

These are the Löwdin partial charges, in e, on atoms 1 to 2: atom 1 (F): -0.044, atom 2 (O): 0.069


Values for energy relative to the best compared isomer or geometry (same formula, charge and spin), kJ/mol, ordered as above
510.01; 57.61; 62.02; 203.03; 165.72; 263.61; 300.73; 577.89